[1]
C12H20N2O5Yb | ωB97M-V/def2-TZVPD

The value obtained for the frontier orbital gap (alpha / beta) is 0.3313 / 0.2927 Ha. Its multiplicity is 2. The calculation puts the energy above the lowest of the compared OMol25 structures with the same formula, charge and spin at 0.000 eV. Its net charge is +1. The LUMO energy (alpha / beta) is -3.73 / -4.78 eV. The value obtained for the HOMO energy (alpha / beta) is -12.74 / -12.74 eV. As for the total energy: -2113.525160 Eh. The expectation value of S² is 0.751.

```
40
Properties=species:S:1:pos:R:3:lowdin_spin:R:1
Yb -0.070 -0.817 1.348 0.999
O -1.962 -2.024 0.706 0.001
C -1.346 -2.001 -0.421 0.000
O -0.131 -2.414 -0.489 0.003
C -1.952 -1.334 -1.651 0.000
C -1.085 -1.356 -2.939 0.000
C -2.116 -1.005 -4.020 0.000
C -2.186 0.575 -3.869 0.000
C -1.298 0.784 -2.659 0.000
O -0.207 -0.148 -2.878 0.000
C -2.181 0.203 -1.484 0.000
C -1.898 0.711 -0.119 0.000
O -2.744 1.068 0.705 0.000
O -0.643 0.808 0.207 -0.002
H -2.933 -1.736 -1.844 0.000
H -0.574 -2.333 -3.089 0.000
H -3.103 -1.561 -3.934 0.000
H -1.793 -1.244 -4.991 0.000
H -3.263 0.852 -3.735 0.000
H -1.783 0.960 -4.815 0.000
H -0.962 1.772 -2.352 0.000
H -3.216 0.454 -1.778 0.000
N 1.915 0.116 0.270 -0.001
C 3.202 0.665 0.736 0.000
C 3.049 1.199 2.219 0.000
C 2.593 0.270 3.320 0.000
C 1.272 0.752 4.121 0.000
N 0.001 -0.042 3.806 -0.001
H 2.049 -0.540 -0.453 0.000
H 1.268 0.817 -0.070 0.000
H 3.618 1.471 0.054 0.000
H 3.962 -0.100 0.724 0.000
H 2.474 2.138 2.136 0.000
H 4.100 1.514 2.389 0.000
H 3.332 0.361 4.105 0.000
H 2.566 -0.796 3.047 0.000
H 1.136 1.835 3.880 0.000
H 1.501 0.640 5.246 0.000
H -0.815 0.416 4.278 0.000
H 0.221 -0.930 4.294 0.000
```


[2]
H26O13 | ωB97M-V/def2-TZVPD

The value obtained for the frontier orbital gap is 0.3651 Ha. The calculation puts the energy above the lowest of the compared OMol25 structures with the same formula, charge and spin at 1.812 eV. Its net charge is 0. The LUMO energy is -0.02 eV. The value obtained for the HOMO energy is -9.95 eV. As for the total energy: -993.706636 Eh.

```
39
Properties=species:S:1:pos:R:3:mulliken_charge:R:1
O 1.403 -2.498 -0.220 -0.536
H 1.767 -1.972 0.468 0.281
H 1.938 -3.266 -0.056 0.267
O -1.298 2.236 -1.269 -0.500
H -1.912 2.828 -0.932 0.234
H -1.358 2.428 -2.214 0.258
O -3.471 -0.416 -0.071 -0.569
H -4.350 -0.823 0.091 0.293
H -3.537 -0.166 -0.977 0.329
O -0.546 -1.128 2.724 -0.609
H -0.436 -1.411 3.618 0.266
H 0.216 -0.766 2.325 0.271
O -1.366 -1.965 -1.510 -0.694
H -1.087 -1.431 -0.744 0.337
H -2.324 -1.975 -1.518 0.335
O 3.246 0.700 0.568 -0.643
H 4.151 1.022 0.353 0.264
H 2.912 0.354 -0.238 0.401
O 2.029 -0.278 -1.805 -0.733
H 1.382 -0.445 -1.105 0.294
H 1.459 0.263 -2.391 0.307
O 0.989 1.737 1.690 -0.599
H 1.684 2.195 1.258 0.260
H 0.304 2.419 1.651 0.278
O -3.218 0.314 -2.797 -0.646
H -2.267 0.490 -2.940 0.304
H -3.667 0.278 -3.616 0.251
O 2.251 -1.048 2.394 -0.663
H 2.670 -0.418 1.778 0.354
H 2.387 -0.609 3.232 0.291
O -0.134 0.133 -0.117 -0.105
H 0.286 0.664 0.571 0.176
H -0.840 0.718 -0.369 0.204
O -0.683 -0.183 -3.388 -0.666
H -0.939 -0.779 -2.647 0.416
H -0.608 -0.686 -4.178 0.258
O 0.655 1.053 4.362 -0.615
H 1.551 1.249 4.626 0.300
H 0.749 1.198 3.408 0.348
```


[3]
C2H3NOS | ωB97M-V/def2-TZVPD

The value obtained for the frontier orbital gap is 0.3413 Ha. The calculation puts the energy above the lowest of the compared OMol25 structures with the same formula, charge and spin at 2.976 eV. Its net charge is 0. The LUMO energy is 0.12 eV. The value obtained for the HOMO energy is -9.17 eV. As for the total energy: -606.078009 Eh.

```
8
Properties=species:S:1:pos:R:3:mulliken_charge:R:1
C 1.620 -0.366 -0.069 -0.238
N 0.683 0.362 -0.076 -0.433
O -0.513 -0.324 0.079 -0.026
C -1.618 0.493 0.028 0.013
S -3.017 -0.264 -0.076 -0.271
H 2.545 0.072 -0.374 0.282
H 1.657 -1.418 0.260 0.279
H -1.358 1.445 0.228 0.393
```


[4]
H4O2Rb | ωB97M-V/def2-TZVPD

The value obtained for the frontier orbital gap is 0.3756 Ha. The calculation puts the energy above the lowest of the compared OMol25 structures with the same formula, charge and spin at 0.852 eV. Its net charge is +1. The LUMO energy is -4.23 eV. The value obtained for the HOMO energy is -14.45 eV. As for the total energy: -176.754386 Eh.

```
7
Properties=species:S:1:pos:R:3:mulliken_charge:R:1
Rb 0.154 -0.873 -0.657 0.993
O 2.568 -2.007 3.231 -0.651
H 2.401 -1.917 4.170 0.327
H 3.516 -2.117 3.166 0.328
O -2.548 2.363 -3.105 -0.639
H -3.087 3.016 -3.551 0.326
H -3.004 1.534 -3.253 0.314
```